(1)
DFT (wB97M-V/def2-TZVPD) results for C24H24BrN3O2 in the gas phase.

Computed properties:
- HOMO (eV) = -7.6419
- E_LUMO (eV) = 0.29
- Kohn-Sham gap (hartree) = 0.2916
- SMILES = Cc1ccccc1N[C@H](C)C(=O)N/N=C/c1ccccc1OCc1cccc(Br)c1

The geometry in ORCA input format:
```
! RIJCOSX wB97M-V def2-TZVPD def2/J DEFGRID3
* xyz 0 1
C -0.67853 2.47434 0.68067
C -1.42542 1.27370 1.18860
C -2.32441 0.61743 0.36574
C -3.02820 -0.49242 0.79998
C -2.83365 -0.95458 2.08848
C -1.94075 -0.31657 2.92690
C -1.22102 0.79733 2.49457
N -0.38415 1.46791 3.36780
C 0.47035 0.78780 4.32372
C 0.19941 1.27268 5.74579
C 1.92151 1.06183 3.93320
O 2.69120 1.76580 4.54828
N 2.29661 0.50581 2.74110
N 1.48742 -0.28665 2.02226
C 1.81091 -0.60001 0.83169
C 0.95818 -1.44650 0.02841
C -0.07111 -2.18274 0.60986
C -0.89378 -2.97998 -0.15810
C -0.69267 -3.05040 -1.52585
C 0.32507 -2.32975 -2.12815
C 1.15975 -1.52574 -1.36386
O 2.17979 -0.76927 -1.86805
C 2.39905 -0.75802 -3.25808
C 1.28574 -0.12295 -4.05696
C 1.16188 -0.39169 -5.41505
C 0.15421 0.19907 -6.15611
C -0.74729 1.05934 -5.55301
C -0.61498 1.31951 -4.20075
Br -1.84336 2.50173 -3.35489
C 0.39158 0.74435 -3.44634
H 0.40021 2.31843 0.74369
H -0.93712 2.66524 -0.35738
H -0.93058 3.36706 1.25427
H -2.47953 0.98500 -0.63861
H -3.72396 -0.98571 0.13832
H -3.38363 -1.81243 2.44820
H -1.81205 -0.67323 3.93784
H 0.02345 2.31126 2.99398
H 0.29856 -0.28948 4.24339
H 0.81604 0.72488 6.45291
H 0.44060 2.32903 5.82684
H -0.84894 1.12845 5.99075
H 3.21805 0.76610 2.37566
H 2.72977 -0.22952 0.36585
H -0.20719 -2.10428 1.67535
H -1.68980 -3.54157 0.30436
H -1.33115 -3.66866 -2.13907
H 0.45052 -2.39604 -3.19764
H 2.60064 -1.77212 -3.63056
H 3.31350 -0.16555 -3.38291
H 1.85811 -1.06640 -5.89125
H 0.06407 -0.01299 -7.21045
H -1.53910 1.51965 -6.12315
H 0.47622 0.96154 -2.39223
*
```

=====

(2)
DFT (wB97M-V/def2-TZVPD) results for a molecular structure, C16H14N3O9P2Sn.

Computed properties:
- HOMO (spin up / spin down) (eV) = -11.3372 / -12.1084
- energy above the lowest of the compared OMol25 structures with the same formula, charge and spin (kcal/mol) = 0.3
- E_LUMO (spin up / spin down) (eV) = -6.52 / -6.24
- Kohn-Sham gap (spin up / spin down) (hartree) = 0.1769 / 0.2157

The geometry in ORCA input format:
```
! RIJCOSX wB97M-V def2-TZVPD def2/J DEFGRID3
* xyz 1 1
Sn 9.11334 8.78019 9.38907
C 11.59178 19.46354 9.72072
O 12.22803 19.76643 8.47263
C 12.73631 18.69452 7.81773
C 13.52839 17.66626 8.40433
C 13.79192 16.52902 7.66019
C 13.07535 16.32956 6.48566
C 12.48345 17.40855 5.79470
C 12.37508 18.59305 6.43952
N 12.54528 15.09142 6.23134
N 12.80580 14.12022 7.03981
C 11.81459 13.08183 7.09472
C 10.46398 13.27447 6.73307
C 9.43157 12.55282 7.28629
C 9.69348 11.46914 8.17880
O 8.71570 10.72674 8.59213
C 11.06260 11.14407 8.44150
N 11.28752 9.94080 9.01714
C 12.54698 9.50895 9.18398
C 13.64051 10.29787 8.83268
C 13.42540 11.52348 8.18218
C 12.15866 11.91344 7.91625
H 11.23800 20.41928 10.16584
H 12.35788 19.04584 10.43336
H 10.72997 18.75209 9.57595
H 13.76911 17.78812 9.45199
H 14.45299 15.75786 8.00954
H 12.21340 17.26935 4.78694
H 11.92379 19.48163 5.97399
H 10.34739 13.93519 5.86538
H 8.36326 12.74892 7.10600
H 12.74814 8.52067 9.61051
H 14.68840 10.05064 9.08476
H 14.23016 12.13576 7.88667
O 8.74146 7.84719 13.25001
P 8.00596 9.09977 12.49909
O 7.57240 10.18539 13.43404
O 9.03945 9.53451 11.41080
O 6.70654 8.42729 11.76288
P 6.65128 7.66737 10.36503
O 5.08245 7.39407 10.23595
O 7.01201 8.78603 9.32090
O 7.58504 6.52126 10.35652
H 8.09055 7.48260 13.85052
H 4.96598 6.45207 10.06861
*
```

=====

(3)
DFT (wB97M-V/def2-TZVPD) results for C5H6N2 in the gas phase.

Computed properties:
- HOMO (eV) = -9.8049
- energy above the lowest of the compared OMol25 structures with the same formula, charge and spin (kcal/mol) = 91.0
- E_LUMO (eV) = 0.99
- Kohn-Sham gap (hartree) = 0.3968
- SMILES = N#C[C@H]1[C@H]2CCN21

The geometry in ORCA input format:
```
! RIJCOSX wB97M-V def2-TZVPD def2/J DEFGRID3
* xyz 0 1
N -0.71131 -2.71424 0.53646
C -0.63291 -1.79579 -0.15860
C -0.53145 -0.64189 -1.03256
C -0.76339 0.72462 -0.51939
C -0.22853 0.85670 0.91387
C 1.12568 0.33886 0.40406
N 0.69601 0.11339 -1.00871
H -0.91069 -0.82707 -2.03392
H -0.37708 1.37555 -1.29017
H -0.21296 1.88616 1.27507
H -0.73284 0.23025 1.66131
H 1.90692 1.10646 0.41691
H 1.51513 -0.58062 0.83765
*
```

=====

(4)
DFT (wB97M-V/def2-TZVPD) results for 2 unconnected molecules or ions with the total composition C28H26FN2O.

Computed properties:
- HOMO (eV) = -10.1711
- energy above the lowest of the compared OMol25 structures with the same formula, charge and spin (kcal/mol) = 36.7
- E_LUMO (eV) = -4.51
- Kohn-Sham gap (hartree) = 0.2079

The geometry in ORCA input format:
```
! RIJCOSX wB97M-V def2-TZVPD def2/J DEFGRID3
* xyz 1 1
C -5.35670 1.17408 1.54815
N -4.81263 0.10066 2.35699
C -5.82253 -0.67066 3.05737
C -3.48023 -0.06227 2.56827
C -2.55874 0.99304 2.33605
C -1.24067 0.84388 2.67995
N -0.71879 -0.36041 3.12474
C 0.60259 -0.51333 3.55279
C 1.52902 0.58223 3.38575
C 2.93990 0.29819 2.93605
C 3.87976 1.33211 3.08816
C 5.22611 1.11278 2.80724
C 5.64547 -0.13650 2.33223
C 4.70884 -1.15182 2.11247
C 3.35574 -0.92344 2.39290
O 1.22561 1.76692 3.66824
C -1.58794 -1.43601 3.19385
C -2.93515 -1.30100 3.01728
H -4.74261 1.34521 0.65975
H -6.36064 0.85897 1.23886
H -5.44629 2.11518 2.10847
H -5.40610 -1.57452 3.50697
H -6.30109 -0.07076 3.85324
H -6.60853 -0.94214 2.33780
H -2.86403 1.95357 1.92426
H -0.53738 1.66635 2.61227
H 0.93194 -1.55339 3.45166
H 3.53871 2.30822 3.44057
H 5.93184 1.93350 2.94645
H 6.70118 -0.31696 2.14388
H 5.02131 -2.11527 1.70142
H 2.60873 -1.69130 2.17663
H -1.12372 -2.39443 3.42321
H -3.56298 -2.17334 3.16696
F -0.35950 -0.84053 10.38916
C -0.50197 -1.12510 9.05184
C -1.71925 -1.65675 8.61419
C -1.83096 -1.99887 7.25878
C -0.77529 -1.78036 6.38809
C 0.43725 -1.17859 6.80689
C 1.50585 -0.99676 5.86232
C 2.73079 -0.33733 6.25020
C 3.97811 -0.84910 5.79186
C 5.17560 -0.23638 6.12926
C 5.18263 0.87148 6.98842
C 3.97646 1.37104 7.49269
C 2.76225 0.80366 7.09572
C 0.56906 -0.88901 8.20147
H -2.52916 -1.83649 9.31481
H -2.75751 -2.43313 6.88248
H -0.85483 -2.07422 5.35093
H 1.63894 -1.80978 5.14229
H 3.96363 -1.73436 5.15633
H 6.10845 -0.62811 5.71538
H 6.13778 1.31086 7.29142
H 3.98320 2.20687 8.19487
H 1.82150 1.23604 7.44566
H 1.50020 -0.51102 8.61674
*
```

=====

(5)
DFT (wB97M-V/def2-TZVPD) results for 2 unconnected molecules or ions with the total composition C2H5NO3.

Computed properties:
- HOMO (spin up / spin down) (eV) = -9.5266 / -9.3712
- energy above the lowest of the compared OMol25 structures with the same formula, charge and spin (kcal/mol) = 164.1
- E_LUMO (spin up / spin down) (eV) = -1.67 / -0.47
- Kohn-Sham gap (spin up / spin down) (hartree) = 0.2887 / 0.3273

The geometry in ORCA input format:
```
! RIJCOSX wB97M-V def2-TZVPD def2/J DEFGRID3
* xyz 0 1
C 1.81238 0.66816 0.33402
C -0.64370 -0.58311 -0.71604
N -1.32420 0.34789 0.02048
O -1.60372 1.47823 -0.41802
O -1.82464 -0.04848 1.06998
O -0.65260 -1.83333 -0.23454
H 2.66801 0.64076 -0.37686
H 2.07156 0.01431 1.17624
H 1.27923 1.59789 0.35782
H -0.49915 -0.43408 -1.74883
H -1.28317 -1.84823 0.53575
*
```

=====

(6)
DFT (wB97M-V/def2-TZVPD) results for 2 unconnected molecules or ions with the total composition CFO3.

Computed properties:
- HOMO (eV) = -2.3233
- energy above the lowest of the compared OMol25 structures with the same formula, charge and spin (kcal/mol) = 26.0
- E_LUMO (eV) = 3.52
- Kohn-Sham gap (hartree) = 0.2147

The geometry in ORCA input format:
```
! RIJCOSX wB97M-V def2-TZVPD def2/J DEFGRID3
* xyz -1 1
C -0.70974 -0.63328 0.87270
O -0.04346 -1.55600 0.95621
O -1.54320 0.18380 0.85293
O 1.84625 1.01811 -1.51241
F 0.45014 0.98736 -1.16944
*
```

=====

(7)
DFT (wB97M-V/def2-TZVPD) results for a molecular structure, C41H35BrN10O5SSr.

Computed properties:
- HOMO (eV) = -6.6298
- energy above the lowest of the compared OMol25 structures with the same formula, charge and spin (kcal/mol) = 95.9
- E_LUMO (eV) = -0.15
- Kohn-Sham gap (hartree) = 0.2382

The geometry in ORCA input format:
```
! RIJCOSX wB97M-V def2-TZVPD def2/J DEFGRID3
* xyz 0 1
Sr 0.79060 -0.31180 -0.76161
C -2.53267 -1.70960 -0.70417
C -1.86526 -2.01101 0.64199
N -1.19277 -0.82511 1.17693
C -1.86023 -0.03768 2.12763
C -2.34362 1.69816 0.17090
N -1.18034 1.39040 -0.61584
C -1.50504 1.37600 -2.04990
C -2.06398 -0.00981 -2.50310
N -1.56920 -1.12435 -1.66245
H -3.34226 -0.99475 -0.53850
H -2.98762 -2.62167 -1.09181
H -1.11049 -2.78571 0.50739
H -2.62440 -2.39696 1.33236
H -0.25728 -1.06018 1.50054
H -1.23235 0.17241 2.98008
H -2.76419 -0.51803 2.48434
H -2.62436 2.74854 0.12700
H -3.17437 1.12691 -0.23411
H -0.43519 2.06273 -0.43530
H -0.59242 1.57634 -2.59304
H -2.21506 2.16243 -2.33218
H -1.75087 -0.16476 -3.53032
H -3.15530 0.01903 -2.49110
H -1.20265 -1.85581 -2.26203
S -0.85158 5.96207 5.57124
N 0.37473 5.07406 5.01810
C -0.15612 4.22967 4.15842
C 0.57595 3.25275 3.36659
C 1.95546 3.15270 3.42833
C 2.62137 2.25946 2.61315
C 1.84701 1.52198 1.74634
N 0.51466 1.56669 1.67822
C -0.16383 2.40965 2.49887
C -1.61233 2.46038 2.47945
N -2.35595 1.40567 1.68086
C -3.82043 1.42364 2.00093
C -4.42911 2.44356 2.61757
C -3.72360 3.52459 3.19525
C -2.35338 3.43884 3.17910
C -1.56627 4.36217 4.01400
N -2.08200 5.31528 4.76310
H 2.48672 3.79659 4.12201
H 3.70053 2.15325 2.62729
H 2.33222 0.84612 1.04958
H -4.34184 0.56869 1.59194
H -5.50754 2.37122 2.72714
H -4.21362 4.32998 3.72500
Br 8.39882 0.86006 -0.56496
C 7.88968 -0.95832 -0.43184
C 8.37071 -1.87067 -1.35332
C 7.98177 -3.20202 -1.25441
C 7.08768 -3.60573 -0.27569
C 6.64364 -2.68493 0.66563
C 7.04554 -1.35785 0.59217
N 6.78360 -5.01532 -0.17299
N 5.62347 -5.40540 0.05043
C 4.50344 -4.49588 0.06381
C 3.58421 -4.71991 1.05218
C 2.52471 -3.83662 1.31340
C 2.33922 -2.69429 0.55278
O 1.35673 -1.86074 0.73127
C 3.30465 -2.44238 -0.51182
N 3.16074 -1.27019 -1.20411
C 3.99684 -1.03115 -2.19405
C 4.91874 -1.98569 -2.66260
C 5.04843 -3.16541 -1.99247
C 4.31831 -3.37982 -0.80281
H 9.04347 -1.55006 -2.13817
H 8.34982 -3.93839 -1.96429
H 5.97721 -3.00589 1.45922
H 6.69506 -0.63803 1.32052
H 3.74118 -5.58737 1.68788
H 1.83608 -4.02538 2.12963
H 3.92961 -0.06354 -2.67947
H 5.50389 -1.77609 -3.55070
H 5.70313 -3.94303 -2.36801
O 0.97049 -0.38577 -3.01741
C 1.56912 0.73941 -2.97216
O 1.67317 1.42907 -1.90120
C 2.16140 1.30267 -4.23451
C 2.17282 0.54359 -5.39588
C 2.72331 1.04319 -6.58457
C 3.24654 2.30893 -6.53509
O 3.82759 3.01337 -7.54868
C 4.28361 4.24832 -6.97348
O 3.81892 4.28269 -5.61859
C 3.24070 3.06286 -5.37923
C 2.70778 2.59704 -4.20995
H 1.74953 -0.45139 -5.36004
H 2.73935 0.46192 -7.50099
H 3.87021 5.08386 -7.52646
H 5.36887 4.28170 -6.99324
H 2.70450 3.17949 -3.29533
*
```